[1]
Below is 10 unconnected molecules or ions with the total composition C37H78N2O12 in a non-equilibrium geometry, with properties calculated with wB97M-V/def2-TZVPD.

```
129
Properties=species:S:1:pos:R:3:mulliken_charge:R:1
C -0.0570 4.5731 2.5448 -1.34
N 0.7550 3.3991 2.7408 0.65
C 1.5130 3.0761 1.4678 -2.29
C 1.8220 3.5771 3.7598 -0.79
C -0.1420 2.2471 3.0068 0.82
C 0.5220 0.9081 3.3328 -0.81
O -0.6370 -0.0569 3.3188 -0.44
H -0.4540 4.9331 3.4288 0.51
H -0.6080 4.5031 1.8228 0.38
H 0.5180 5.5701 2.1918 0.24
H 2.1760 2.2521 1.5548 0.96
H 2.2210 3.7921 1.4938 0.94
H 1.0350 2.8861 0.5778 0.24
H 2.5380 4.3761 3.7858 0.38
H 2.3970 2.5861 3.9178 0.29
H 1.3380 3.9081 4.7508 0.36
H -1.0620 2.1171 2.2108 -0.74
H -0.5000 2.6801 3.8688 0.75
H 0.6580 0.8891 4.4718 0.33
H 1.3680 0.4651 2.6908 0.19
H -0.7500 -0.2119 2.3258 -0.02
N -0.2470 0.2471 0.1028 0.21
O 1.0340 0.0731 0.0468 -0.14
O -0.6650 1.3451 -0.3182 -0.49
O -0.9740 -0.5789 0.6348 -0.13
C -1.5640 -2.6969 -1.4882 1.79
C -1.9400 -2.5729 -2.9762 0.34
C -2.8810 -3.8629 -3.2292 -1.80
O -2.4010 -4.7539 -2.2092 -0.55
C -2.0670 -4.0029 -1.0122 -0.15
H -1.8990 -2.0279 -0.7392 -0.27
H -0.5740 -2.6269 -1.3172 -1.16
H -0.9640 -2.7629 -3.6662 -0.12
H -2.4000 -1.5389 -3.3612 0.33
H -2.8720 -4.1539 -4.1322 0.82
H -3.6740 -3.3899 -3.0742 0.66
H -1.4880 -4.5919 -0.1952 0.04
H -3.2110 -3.7489 -0.5892 0.11
C -5.1870 3.8171 1.7248 -0.85
C -4.4190 4.1371 0.3828 -0.57
C -3.1580 3.5171 0.7528 0.12
O -2.9760 3.8201 2.0988 -0.22
C -4.0900 3.4271 2.7028 -0.14
H -5.8730 2.9991 1.5408 0.34
H -5.8370 4.6301 1.8788 0.42
H -4.3900 5.1731 0.2868 0.41
H -5.1350 3.4801 -0.3752 0.23
H -2.4460 4.0081 -0.0022 -0.05
H -3.1870 2.6081 0.6828 -0.08
H -4.3540 3.8131 3.6548 0.52
H -4.2180 2.2801 3.0178 -0.13
C 5.8170 -0.2099 0.4908 -0.88
C 4.3590 -0.1019 -0.0822 1.91
C 4.5620 0.0451 -1.6382 -0.64
O 6.0560 0.1671 -1.6942 -0.64
C 6.5550 0.6201 -0.4552 -0.65
H 6.0440 -1.2609 0.7178 0.26
H 6.1490 0.1771 1.3548 0.49
H 3.8030 0.6761 0.3328 -0.51
H 3.7530 -1.0469 0.0108 -0.91
H 4.2070 0.8491 -2.0372 0.37
H 4.2830 -0.6439 -2.2612 0.37
H 6.3910 1.7741 -0.3602 0.15
H 7.5130 0.5891 -0.4862 0.64
C 1.2070 -1.3659 -4.1292 0.61
C 0.1250 -0.5319 -3.5172 0.64
C 0.6470 0.8281 -3.6542 0.06
O 1.4820 0.7831 -4.8512 -0.56
C 1.9750 -0.6129 -5.1072 -0.99
H 1.0860 -2.4539 -4.7272 0.32
H 1.8530 -1.3909 -3.3472 -0.50
H 0.1530 -0.9289 -2.5792 -0.62
H -0.7000 -0.4939 -4.1962 0.20
H 1.2190 1.2861 -2.8612 -0.44
H -0.0540 1.5611 -3.9472 0.32
H 3.0090 -0.6319 -5.0062 0.36
H 1.7380 -1.1189 -5.9662 0.42
C -6.1330 -1.0999 1.5238 -0.80
C -4.7550 -0.7479 0.8278 -0.26
C -3.8750 -0.6949 2.0008 2.39
O -4.6100 -0.8109 3.1808 -0.52
C -5.9530 -0.5179 2.9108 -0.23
H -6.0120 -2.2709 1.3698 0.25
H -6.9730 -0.9259 0.8718 0.45
H -5.0950 0.1971 0.4278 0.22
H -4.5330 -1.5939 0.2868 0.20
H -3.4000 0.2201 2.1838 -0.60
H -3.1350 -1.6729 1.9708 -1.85
H -5.8730 0.7131 2.7998 -0.08
H -6.5500 -0.8869 3.6598 0.43
C 2.2160 -4.1659 -1.6102 -0.63
C 2.6980 -3.0609 -0.7152 0.96
C 3.5390 -3.8409 0.3908 -0.89
O 4.0270 -5.0129 -0.3692 -0.48
C 2.9560 -5.3879 -1.1822 -0.64
H 2.4060 -3.8609 -2.5032 0.67
H 1.1300 -4.1879 -1.7252 -0.10
H 1.9950 -2.6209 -0.1822 0.11
H 3.4810 -2.2409 -1.2432 -0.53
H 2.9250 -3.9849 1.1818 0.27
H 4.2670 -3.2389 0.5028 0.56
H 2.4260 -5.9889 -0.6392 0.44
H 3.2560 -6.1009 -2.0072 0.32
C 2.3470 4.4701 -3.9692 -0.67
C 1.0580 4.9031 -3.3032 -0.46
C 1.0750 4.2161 -1.9362 0.72
O 2.3820 4.1851 -1.5862 -0.40
C 3.1840 4.0281 -2.8012 -0.61
H 2.7730 5.3001 -4.5592 0.33
H 2.3040 3.6791 -4.5722 0.21
H 0.0220 4.5021 -3.8892 0.23
H 1.0800 5.9571 -3.0642 0.34
H 0.6080 3.2931 -1.8652 -0.40
H 0.2420 4.6221 -1.2362 0.05
H 3.6840 3.2161 -3.1812 0.30
H 3.8610 4.8891 -2.6712 0.44
C 0.1180 -4.9359 2.5418 -0.56
C -0.0560 -3.3999 2.5008 -0.04
C -1.5980 -3.1399 2.7198 1.04
O -1.8870 -4.3249 3.5198 -0.57
C -1.1970 -5.4689 3.0288 -0.61
H 1.0410 -5.0769 3.0658 0.53
H 0.4330 -5.2609 1.5028 0.01
H 0.2940 -2.8949 1.5448 -0.46
H 0.5890 -2.9879 3.1138 0.91
H -2.0470 -2.9289 1.8148 -0.61
H -1.7700 -2.2199 3.3848 0.10
H -1.7340 -5.7029 2.0918 0.31
H -1.0630 -6.2409 3.8088 0.30
```

## Properties
Kohn-Sham gap, eV: 8.8
Relative energy (zero: lowest compared OMol25 entry of this formula, charge and spin), kcal/mol: 115.2
E_HOMO, hartree: -0.3278

---

[2]
Below is a molecular structure, C43H52N6P2SV in a non-equilibrium geometry, with properties calculated with wB97M-V/def2-TZVPD.

```
105
Properties=species:S:1:pos:R:3:lowdin_spin:R:1
V -1.2222 -2.1083 -1.3054 1.90
C 0.8535 -5.8634 -1.8795 0.00
C 0.1442 -4.6463 -1.3461 -0.02
N -0.7189 -3.9235 -2.0399 -0.03
C -1.1766 -4.3295 -3.3628 0.00
C -2.0014 -3.1893 -3.9985 0.01
N -2.5053 -2.1365 -3.0380 0.02
C -4.0065 -2.2752 -2.6707 0.00
C -4.1382 -2.6220 -1.2277 0.00
N -3.1028 -1.9740 -0.3602 -0.01
C -3.3652 -0.5108 -0.1651 0.00
C -2.9059 -0.0125 1.1896 0.00
N -1.4547 -0.2756 1.3488 0.02
C -1.0527 -1.3543 2.1736 0.07
C -1.4946 -1.4856 3.5983 0.01
C -0.3002 -2.4095 1.5789 0.00
C 0.5595 -3.0546 2.5039 0.03
C 1.1250 -4.3167 2.3152 -0.02
C 1.0992 -4.8633 0.9990 0.03
C 0.3280 -4.1552 0.0524 -0.02
N -0.4392 -3.0205 0.2954 -0.01
H 0.6028 -5.9817 -2.9190 0.00
H 0.7467 -6.7962 -1.3203 0.00
H 1.9882 -5.7279 -1.9983 0.00
H -1.6833 -5.3001 -3.2602 0.00
H -0.3916 -4.4518 -4.0894 0.00
H -2.8303 -3.7122 -4.4589 0.00
H -1.3918 -2.6573 -4.7632 0.00
H -2.2812 -1.1931 -3.5179 0.01
H -4.3833 -3.1518 -3.2704 0.00
H -4.4829 -1.3444 -2.9743 0.00
H -4.0897 -3.7016 -1.0521 0.00
H -5.2082 -2.2071 -0.9735 0.00
H -3.0205 -2.4170 0.5463 0.00
H -4.4529 -0.3695 -0.2510 0.00
H -3.0098 0.0102 -1.0875 0.00
H -3.4231 -0.4953 2.0011 0.00
H -3.0950 1.0226 1.2466 0.00
H -2.5868 -1.7767 3.5835 0.00
H -1.4134 -0.5600 4.2423 0.00
H -0.9278 -2.3482 4.0357 0.00
H 0.8723 -2.5985 3.4273 0.00
H 1.6119 -4.8275 3.1625 0.00
H 1.6891 -5.7622 0.7721 0.00
C 3.3521 6.5456 2.2196 0.00
S 4.1362 4.9107 2.1774 0.00
C 3.2509 3.9675 0.8137 0.00
C 2.5518 2.6451 1.0650 0.00
C 1.5613 2.1970 -0.1741 0.00
N 0.6133 1.0276 0.0673 0.00
P -0.4377 1.0659 1.3906 0.01
C 0.6796 0.8161 2.8693 0.00
C 1.7262 -0.1188 2.8422 0.00
C 2.4880 -0.4161 3.9816 0.00
C 2.2294 0.2113 5.1732 0.00
C 1.2790 1.1807 5.1950 0.00
C 0.5826 1.5824 4.0818 0.00
C -1.3626 2.5484 1.8214 0.00
C -1.0950 3.8202 1.2470 0.00
C -2.0071 4.8772 1.4340 0.00
C -2.9839 4.8047 2.4357 0.00
C -3.1917 3.5309 3.0644 0.00
C -2.3252 2.4504 2.8320 0.00
P 0.3230 -0.0985 -1.3129 0.00
C 2.0595 -0.2947 -1.9031 0.00
C 2.6824 -1.4595 -1.4734 0.00
C 4.0369 -1.7474 -1.8951 0.00
C 4.7965 -0.7420 -2.5336 0.00
C 4.1703 0.3332 -3.0807 0.00
C 2.7875 0.5069 -2.8687 0.00
C -0.2298 1.0777 -2.5923 0.00
C 0.0445 0.6988 -3.8737 0.00
C -0.0744 1.5916 -4.9219 0.00
C -0.5783 2.8793 -4.6476 0.00
C -0.9706 3.1830 -3.3444 0.00
C -0.8436 2.2916 -2.3059 0.00
H 3.4181 6.7758 3.2864 0.00
H 2.3222 6.5847 1.7376 0.00
H 4.0403 7.2396 1.7103 0.00
H 4.0311 4.0097 0.0396 0.00
H 2.4448 4.5864 0.3999 0.00
H 2.0849 2.7872 2.0358 0.00
H 3.3529 1.8873 1.1857 0.00
H 2.1004 1.9145 -1.0647 0.00
H 0.9250 3.0890 -0.3149 0.00
H 2.0631 -0.5590 1.9127 0.00
H 3.1745 -1.2424 4.0148 0.00
H 2.7480 -0.0783 6.1343 0.00
H 1.0043 1.7166 6.1076 0.00
H -0.0502 2.4755 4.1193 0.00
H -0.1832 4.0232 0.6632 0.00
H -1.8709 5.7777 0.8650 0.00
H -3.6851 5.6234 2.6605 0.00
H -4.0278 3.3147 3.7152 0.00
H -2.5768 1.5422 3.3128 0.00
H 2.1170 -2.1121 -0.8609 0.00
H 4.4407 -2.7268 -1.6066 0.00
H 5.8771 -0.8973 -2.6644 0.00
H 4.6519 1.0771 -3.7114 0.00
H 2.2414 1.2246 -3.4158 0.00
H 0.4941 -0.3020 -3.9461 0.00
H 0.1273 1.1903 -5.9052 0.00
H -0.7201 3.5741 -5.4747 0.00
H -1.5178 4.0981 -3.1124 0.00
H -1.3429 2.4133 -1.3503 0.00
```

## Properties
2S+1: 3
Net charge: +3
Kohn-Sham gap (spin up / spin down), eV: 4.3 / 4.9
E_HOMO (spin up / spin down), hartree: -0.5074 / -0.5074

---

[3]
Below is C2H6N4O in the gas phase in a non-equilibrium geometry, with properties calculated with wB97M-V/def2-TZVPD.

```
13
Properties=species:S:1:pos:R:3:mulliken_charge:R:1
C -2.0964 -0.0345 -2.2678 -0.61
N -1.0506 0.6834 -1.4204 -0.28
N -0.4162 -0.0155 -0.5959 0.08
N 0.2031 0.2907 0.4722 -0.35
N 1.4659 0.1204 0.8330 0.79
C 1.6718 -0.0014 2.2525 -0.69
O 2.4198 -0.0180 0.0074 -0.62
H -2.2019 0.3618 -3.2181 0.29
H -1.9268 -1.0897 -2.4575 0.31
H -3.0149 -0.0534 -1.5449 0.24
H 0.6902 -0.5577 2.6095 0.28
H 2.6173 -0.6083 2.4641 0.29
H 1.6387 0.9222 2.8659 0.28
```

## Properties
Kohn-Sham gap (spin up / spin down), eV: 8.3 / 8.3
SMILES: C/N=N/N=[N+](/C)[O-]
Relative energy (zero: lowest compared OMol25 entry of this formula, charge and spin), kcal/mol: 168.0
E_HOMO (spin up / spin down), hartree: -0.3044 / -0.3044

---

Number 1: molar mass 743.0 g/mol. Number 2: molar mass 797.9 g/mol. Number 3: molar mass 102.1 g/mol.